Run one
C3H4BrN as an isolated structure, computed with the ωB97M-V functional and the def2-TZVPD basis.

```
9
Properties=species:S:1:pos:R:3:nbo_charge:R:1
C -1.308 -0.092 0.846 0.22
C 0.515 0.154 -1.001 -0.59
C 0.021 -0.390 0.479 -0.34
N -2.329 0.199 1.280 -0.27
Br 0.997 0.536 1.917 0.04
H -0.079 -0.310 -1.901 0.23
H 1.551 0.152 -1.137 0.23
H 0.318 1.198 -1.070 0.22
H 0.315 -1.447 0.586 0.26
```

Results
Highest occupied orbital energy = -10.71 eV
E_LUMO = 0.34 eV
HOMO-LUMO gap = 0.4064 Ha

Run two
One molecule with the formula C3H4BrN, computed with the ωB97M-V functional and the def2-TZVPD basis.

```
9
Properties=species:S:1:pos:R:3:nbo_charge:R:1
C 1.324 0.769 0.168 0.22
C -1.152 -0.008 -0.054 -0.57
C 0.513 -0.356 0.222 -0.37
N 1.879 1.750 -0.032 -0.27
Br 1.065 -1.751 -1.048 0.04
H -1.383 0.783 0.639 0.23
H -1.658 -0.958 -0.089 0.23
H -1.282 0.590 -1.066 0.23
H 0.694 -0.820 1.259 0.26
```

Results
Highest occupied orbital energy = -10.73 eV
SMILES = C[C@@H](Br)C#N
E_LUMO = 0.33 eV
HOMO-LUMO gap = 0.4063 Ha

Energy ordering: run one at the bottom, the next structure 22.0 kJ/mol above.

Run one
A 7-piece molecular cluster, C25H72F3N6O9S overall, computed with the ωB97M-V functional and the def2-TZVPD basis.

```
116
Properties=species:S:1:pos:R:3:mulliken_charge:R:1
C -3.596 -1.491 1.259 -1.27
C -5.131 -1.246 0.973 0.42
C -5.576 -1.470 -0.483 -0.93
O -6.974 -1.103 -0.559 -0.35
C -7.689 -1.642 -1.657 -0.82
N -5.997 -2.161 1.873 -0.18
H -6.850 -2.553 1.499 0.34
H -5.455 -2.985 2.090 0.36
H -6.421 -1.734 2.685 0.34
H -3.166 -2.390 0.817 0.62
H -3.396 -1.429 2.328 0.42
H -3.038 -0.617 0.922 -0.01
H -5.448 -0.257 1.305 -0.05
H -5.511 -2.525 -0.747 0.55
H -4.957 -0.917 -1.188 0.48
H -7.140 -1.515 -2.590 0.34
H -8.600 -1.063 -1.809 0.29
H -7.973 -2.690 -1.565 0.33
C -0.305 -1.804 3.788 -0.72
C 0.235 -3.192 4.098 0.47
C -0.698 -3.882 5.098 -1.07
O -0.526 -5.300 5.174 -0.40
C -1.482 -6.016 6.000 -0.74
N 0.175 -4.012 2.737 -0.21
H 0.176 -5.005 2.920 0.46
H -0.721 -3.924 2.279 0.19
H 0.886 -3.786 2.056 0.26
H -0.504 -1.208 4.679 0.61
H -1.262 -1.863 3.269 -0.05
H 0.410 -1.246 3.183 -0.04
H 1.290 -3.197 4.371 0.39
H -1.741 -3.568 5.133 0.46
H -0.477 -3.616 6.131 0.50
H -2.464 -6.042 5.527 0.31
H -1.611 -5.574 6.988 0.32
H -1.199 -7.052 6.187 0.29
C -0.818 0.406 -6.087 -1.32
C 0.007 1.580 -5.580 -0.19
C -0.665 2.322 -4.421 -0.15
O 0.161 3.404 -4.069 -0.38
C -0.071 3.889 -2.721 -0.50
N 1.364 1.122 -5.231 -0.02
H 1.379 0.479 -4.452 0.00
H 1.690 0.606 -6.036 0.40
H 1.975 1.901 -5.033 0.43
H -0.335 -0.275 -6.787 0.46
H -1.753 0.751 -6.527 0.38
H -0.995 -0.214 -5.207 0.31
H 0.182 2.305 -6.375 0.42
H -0.810 1.598 -3.619 -0.09
H -1.658 2.616 -4.763 0.52
H -0.070 3.110 -1.959 -0.01
H -1.026 4.414 -2.695 0.35
H 0.720 4.617 -2.543 0.35
C -1.415 4.329 1.684 -1.48
C -2.554 3.285 1.606 0.18
C -3.054 2.956 0.149 -0.26
O -4.076 1.916 0.155 -0.10
C -5.374 2.440 0.408 -0.84
N -2.015 2.015 2.315 0.18
H -2.760 1.354 2.481 0.41
H -1.468 1.585 1.583 -0.05
H -1.485 2.103 3.170 0.42
H -0.953 4.575 2.640 0.47
H -1.824 5.306 1.425 0.42
H -0.592 4.128 0.998 0.22
H -3.366 3.487 2.304 0.41
H -2.195 2.581 -0.408 -0.08
H -3.227 3.875 -0.411 0.49
H -6.055 1.598 0.532 0.27
H -5.660 2.858 -0.557 0.34
H -5.538 3.233 1.137 0.38
C 4.801 3.833 1.342 -1.51
C 4.487 2.300 1.373 0.42
C 4.688 1.616 2.801 -0.74
O 4.414 0.303 2.676 -0.13
C 4.556 -0.476 3.883 -0.83
N 2.995 2.035 0.836 0.25
H 2.898 2.590 -0.002 0.40
H 2.758 1.074 0.635 -0.17
H 2.425 2.390 1.590 0.38
H 4.151 4.418 1.993 0.40
H 4.663 4.341 0.388 0.46
H 5.845 4.056 1.564 0.40
H 5.091 1.820 0.604 -0.04
H 3.962 1.964 3.535 0.45
H 5.727 1.683 3.125 0.48
H 4.042 -0.051 4.744 0.35
H 5.624 -0.496 4.101 0.37
H 4.264 -1.511 3.704 0.21
C 5.013 -0.955 -0.813 -1.29
C 4.531 -0.977 -2.293 1.12
C 5.620 -0.587 -3.287 -1.03
O 5.192 -0.878 -4.631 -0.37
C 5.067 0.285 -5.440 -0.76
N 3.886 -2.376 -2.648 -0.18
H 3.100 -2.521 -2.031 0.19
H 3.586 -2.399 -3.612 0.38
H 4.570 -3.095 -2.460 0.40
H 5.397 -1.900 -0.428 0.43
H 4.214 -0.701 -0.116 0.17
H 5.847 -0.261 -0.706 0.39
H 3.664 -0.350 -2.499 -0.30
H 6.462 -1.239 -3.056 0.44
H 6.065 0.378 -3.047 0.52
H 4.409 0.051 -6.277 0.24
H 6.052 0.461 -5.874 0.33
H 4.723 1.175 -4.914 0.33
C 0.230 -0.589 -1.733 0.33
F -1.062 -0.672 -2.126 -0.21
F 0.780 -1.697 -2.193 -0.21
F 0.813 0.501 -2.273 -0.13
S 0.349 -0.497 0.155 0.88
O 1.800 -0.533 0.449 -0.68
O -0.135 0.864 0.330 -0.93
O -0.494 -1.555 0.752 -0.46
```

Results
Highest occupied orbital energy = -19.82 eV
Total charge = +5
E_LUMO = -10.90 eV
HOMO-LUMO gap = 0.3279 Ha

Run two
A 7-piece molecular cluster, C25H72F3N6O9S overall, computed with the ωB97M-V functional and the def2-TZVPD basis.

```
116
Properties=species:S:1:pos:R:3:mulliken_charge:R:1
C 6.403 -1.075 -0.341 -1.56
C 4.994 -0.878 -0.953 0.95
C 4.955 -1.562 -2.352 -0.92
O 3.653 -1.300 -2.815 -0.06
C 3.377 -2.043 -4.021 -0.69
N 3.910 -1.317 0.011 0.06
H 3.827 -2.323 -0.025 0.46
H 3.912 -1.060 0.988 0.32
H 3.110 -0.926 -0.466 0.00
H 7.141 -0.911 -1.127 0.45
H 6.552 -2.017 0.187 0.39
H 6.593 -0.336 0.437 0.35
H 4.811 0.197 -0.972 -0.19
H 5.159 -2.632 -2.383 0.47
H 5.711 -1.050 -2.947 0.50
H 2.831 -1.344 -4.655 -0.05
H 2.754 -2.903 -3.775 0.30
H 4.194 -2.257 -4.709 0.45
C 2.058 3.037 1.962 -1.45
C 3.256 2.411 1.379 0.95
C 3.742 2.982 0.052 -0.94
O 4.940 2.308 -0.420 -0.30
C 5.566 2.934 -1.465 -0.82
N 4.454 2.461 2.345 -0.14
H 5.327 2.511 1.840 0.31
H 4.476 3.263 2.959 0.37
H 4.570 1.657 2.945 0.35
H 1.149 2.849 1.390 0.23
H 2.148 4.118 2.074 0.44
H 1.947 2.626 2.966 0.47
H 3.174 1.344 1.171 -0.38
H 3.969 4.037 0.204 0.64
H 2.898 2.943 -0.637 0.29
H 5.071 2.932 -2.436 0.17
H 6.571 2.517 -1.520 0.33
H 5.822 3.962 -1.207 0.44
C 3.047 1.538 -4.494 -0.92
C 1.654 2.052 -4.985 0.16
C 1.757 2.816 -6.335 -0.80
O 0.408 3.019 -6.849 -0.36
C 0.395 3.815 -8.093 -0.75
N 0.671 0.867 -5.081 0.00
H 0.947 0.268 -5.845 0.36
H 0.514 0.425 -4.186 0.06
H -0.243 1.143 -5.410 0.43
H 2.966 1.049 -3.523 0.08
H 3.611 2.469 -4.437 0.37
H 3.635 0.858 -5.111 0.32
H 1.067 2.533 -4.202 0.35
H 2.296 2.180 -7.037 0.46
H 2.324 3.740 -6.224 0.42
H -0.441 3.553 -8.742 0.28
H 1.216 3.480 -8.727 0.33
H 0.468 4.866 -7.815 0.30
C -8.102 -2.560 -1.651 -1.28
C -7.098 -3.418 -0.834 0.16
C -5.739 -2.651 -0.544 -0.72
O -4.732 -3.462 0.067 -0.42
C -3.726 -2.746 0.792 -0.63
N -7.664 -3.880 0.570 -0.30
H -7.947 -3.055 1.081 0.37
H -8.418 -4.549 0.510 0.36
H -7.023 -4.433 1.121 0.33
H -8.970 -2.925 -2.199 0.38
H -7.568 -2.000 -2.419 0.33
H -8.490 -1.750 -1.033 0.37
H -6.815 -4.322 -1.375 0.34
H -6.104 -1.731 -0.088 0.36
H -5.364 -2.211 -1.469 0.45
H -2.953 -3.431 1.140 0.28
H -4.247 -2.359 1.667 0.37
H -3.410 -1.844 0.268 0.24
C -3.004 1.956 4.203 -1.28
C -4.032 2.928 3.705 0.17
C -4.508 2.562 2.209 -0.60
O -5.546 3.373 1.723 -0.40
C -5.787 3.245 0.326 -0.59
N -5.256 2.962 4.619 -0.26
H -5.893 3.494 4.043 0.37
H -5.669 2.065 4.831 0.33
H -5.164 3.533 5.447 0.36
H -2.704 2.247 5.210 0.45
H -2.109 1.997 3.583 0.20
H -3.357 0.925 4.197 0.40
H -3.727 3.974 3.664 0.33
H -4.725 1.498 2.113 0.42
H -3.565 2.607 1.666 0.30
H -6.707 3.786 0.102 0.29
H -5.916 2.179 0.140 0.20
H -4.922 3.458 -0.302 0.29
C 1.639 -4.914 6.498 -1.33
C 1.277 -4.464 5.070 0.19
C 0.159 -3.428 4.920 -0.76
O -0.265 -3.368 3.545 -0.37
C -0.136 -2.071 2.939 -0.40
N 2.519 -4.185 4.205 -0.31
H 2.327 -4.038 3.224 0.30
H 2.984 -3.319 4.441 0.37
H 3.139 -4.982 4.187 0.39
H 2.348 -4.270 7.019 0.40
H 2.041 -5.927 6.527 0.40
H 0.797 -4.765 7.174 0.37
H 0.999 -5.367 4.527 0.31
H 0.424 -2.420 5.238 0.43
H -0.737 -3.672 5.492 0.40
H -0.827 -1.962 2.103 -0.02
H 0.888 -1.796 2.686 0.21
H -0.404 -1.333 3.695 0.42
C -1.238 0.661 -0.393 0.30
F -1.038 1.396 0.691 -0.17
F -1.519 -0.579 -0.080 -0.20
F -2.278 1.151 -1.060 -0.25
S 0.404 0.574 -1.428 1.42
O 1.475 0.271 -0.478 -0.73
O 0.101 -0.425 -2.445 -0.96
O 0.565 1.946 -1.968 -0.74
```

Results
Highest occupied orbital energy = -18.43 eV
Total charge = +5
E_LUMO = -11.34 eV
HOMO-LUMO gap = 0.2608 Ha

Energy ordering: run two at the bottom, the next structure 106.7 kJ/mol above.

Run one
A 5-piece molecular cluster, C7H21O5 overall, computed with the ωB97M-V functional and the def2-TZVPD basis.

```
33
Properties=species:S:1:pos:R:3:nbo_charge:R:1
C -0.121 2.995 -0.704 -0.05
O -1.083 3.140 0.352 -0.79
C -0.184 1.692 -1.482 -0.43
C 0.574 0.494 -0.938 -0.41
C -0.153 -0.832 -0.925 -0.44
C 1.690 -1.800 0.511 -0.47
C 0.660 -1.958 -0.324 0.07
C 0.176 -3.341 -0.649 -0.65
H -0.273 3.858 -1.357 0.15
H 0.845 3.152 -0.225 0.15
H -1.256 1.494 -1.544 0.22
H -0.038 1.847 -2.552 0.19
H 1.514 0.390 -1.437 0.20
H 0.677 0.743 0.110 0.21
H -0.386 -1.214 -1.926 0.18
H -1.103 -0.793 -0.399 0.26
H 2.182 -2.644 0.987 0.19
H 1.880 -0.795 0.874 0.20
H -0.847 -3.489 -0.283 0.23
H 0.790 -4.110 -0.179 0.20
H 0.122 -3.553 -1.718 0.20
H -2.785 1.874 2.101 0.44
H -1.579 2.326 0.613 0.52
O -2.272 1.145 1.701 -1.23
H 0.230 1.590 3.059 0.44
H -1.172 1.110 2.779 0.50
O -0.495 1.203 3.529 -1.03
H -2.301 -1.564 2.777 0.45
H -2.654 -0.408 1.845 0.52
O -2.893 -1.380 2.017 -1.03
H 3.360 -0.558 -1.401 0.49
H 3.161 -0.403 -2.988 0.47
O 3.736 -0.208 -2.223 -0.96
```

Results
Highest occupied orbital energy = -5.13 eV
Total charge = -1
E_LUMO = 2.99 eV
HOMO-LUMO gap = 0.2985 Ha

Run two
C7H21O5 as an isolated structure, computed with the ωB97M-V functional and the def2-TZVPD basis.

```
33
Properties=species:S:1:pos:R:3:nbo_charge:R:1
C 2.456 -0.648 0.888 -0.04
O 3.753 -0.286 0.416 -0.76
C 1.337 0.015 0.056 -0.44
C 1.701 1.553 -0.052 -0.44
C 0.546 2.502 -0.143 0.05
C 0.692 3.728 0.367 -0.43
C -0.599 2.267 -1.095 -0.44
C -1.877 1.625 -0.536 -0.61
H 2.437 -0.178 1.882 0.16
H 2.357 -1.733 0.959 0.18
H 0.314 -0.010 0.419 0.26
H 1.404 -0.553 -0.884 0.19
H 2.309 1.593 -0.933 0.20
H 2.316 1.789 0.807 0.21
H -0.096 4.469 0.197 0.18
H 1.332 4.062 1.179 0.19
H -0.793 3.156 -1.696 0.20
H -0.237 1.603 -1.902 0.20
H -2.148 1.983 0.454 0.20
H -2.632 1.871 -1.250 0.20
H -1.800 0.544 -0.497 0.24
H -2.364 -2.626 -1.154 0.49
H -3.201 -1.156 -1.541 0.43
O -3.053 -1.670 -0.724 -1.14
H -1.001 -3.207 1.755 0.51
H 0.168 -4.128 1.959 0.44
O -0.601 -3.807 2.447 -0.99
H 3.852 0.064 -0.472 0.47
H -1.736 -1.376 0.274 0.51
O -1.032 -1.745 0.877 -1.03
H -1.767 -4.113 -0.899 0.43
H -0.620 -2.266 0.151 0.49
O -1.417 -3.322 -1.309 -1.13
```

Results
Highest occupied orbital energy = -5.07 eV
Total charge = -1
E_LUMO = 2.96 eV
HOMO-LUMO gap = 0.2949 Ha

Energy ordering: run one at the bottom, the next structure 95.3 kJ/mol above.